a:
DFT (ωB97M-V/def2-TZVPD) results for 2 unconnected molecules or ions with the total composition C4H13NOS.

gap between HOMO and LUMO (spin up / spin down)	10.06 / 5.17	eV

Structure (ORCA input):
```
! RIJCOSX wB97M-V def2-TZVPD def2/J DEFGRID3
* xyz 1 2
C -1.10 0.62 0.51
C -0.02 -0.44 0.03
C -0.62 -1.81 -0.11
S 0.09 -3.09 0.88
C 1.68 -3.44 -0.10
N -0.50 1.96 0.49
H -1.36 0.37 1.54
H -1.85 0.42 -0.26
H 0.81 -0.30 0.74
H 0.36 0.00 -0.89
H -0.58 -2.19 -1.14
H -1.65 -1.89 0.26
H 1.29 -3.54 -1.10
H 2.28 -2.53 0.03
H 2.08 -4.31 0.41
H -0.79 2.40 1.35
H -1.07 2.55 -0.11
H 0.60 4.76 -0.25
H 0.23 4.97 -1.55
O 0.14 5.49 -0.73
*
```

b:
DFT (ωB97M-V/def2-TZVPD) results for 2 unconnected molecules or ions with the total composition C4H13NOS.

gap between HOMO and LUMO (spin up / spin down)	9.80 / 4.70	eV

Structure (ORCA input):
```
! RIJCOSX wB97M-V def2-TZVPD def2/J DEFGRID3
* xyz 1 2
C 0.15 0.90 -1.56
C 0.95 0.07 -0.54
C 0.74 0.27 0.96
S 1.97 -0.69 1.82
C 1.33 -0.91 3.54
N -1.26 0.96 -1.19
H 0.26 0.36 -2.49
H 0.64 1.87 -1.71
H 2.01 0.20 -0.80
H 0.83 -0.99 -0.78
H -0.26 -0.13 1.17
H 0.77 1.28 1.38
H 0.39 -1.47 3.54
H 2.09 -1.48 4.07
H 1.24 0.11 3.89
H -1.70 1.75 -1.66
H -1.34 1.17 -0.21
H -2.61 -0.42 -2.87
H -3.56 -1.56 -3.28
O -2.64 -1.29 -3.30
*
```

Most stable: b. Least stable: a.

a:
DFT (ωB97M-V/def2-TZVPD) results for a molecular structure, C4H8N2.

gap between HOMO and LUMO (spin up / spin down)	7.42 / 8.44	eV

Structure (ORCA input):
```
! RIJCOSX wB97M-V def2-TZVPD def2/J DEFGRID3
* xyz 0 3
C -0.50 0.95 0.52
C 1.13 0.73 -0.49
C -1.89 1.43 0.06
C 1.93 -0.43 0.26
N -1.46 0.05 0.38
N -1.62 -1.09 -0.38
H 1.57 1.70 -0.29
H -2.56 1.78 0.83
H -2.16 1.74 -0.97
H 1.19 -1.33 0.15
H 2.17 -0.17 1.30
H 2.85 -0.77 -0.34
H -0.75 -1.59 -0.61
H -2.32 -1.77 0.06
*
```

b:
DFT (ωB97M-V/def2-TZVPD) results for C4H8N2 in the gas phase.

gap between HOMO and LUMO (spin up / spin down)	4.40 / 6.94	eV

Structure (ORCA input):
```
! RIJCOSX wB97M-V def2-TZVPD def2/J DEFGRID3
* xyz 0 3
C 2.20 0.83 -0.02
C -2.19 0.65 -0.01
C 1.38 -0.22 0.03
C -0.91 0.89 0.05
N -0.64 -1.56 0.07
N 0.03 -0.29 -0.11
H 3.27 0.53 0.10
H 1.81 1.77 -0.11
H -2.90 1.46 0.07
H -2.48 -0.45 -0.26
H 1.65 -1.27 0.25
H -0.47 1.82 0.11
H -0.65 -2.05 -0.86
H -0.10 -2.10 0.70
*
```

Most stable: b. Least stable: a.

a:
DFT (ωB97M-V/def2-TZVPD) results for 9 unconnected molecules or ions with the total composition C36H54O27.

gap between HOMO and LUMO	10.05	eV
structure (SMILES)	C[C@H]1COC(=O)O1.C[C@H]1COC(=O)O1.C[C@H]1COC(=O)O1.C[C@H]1COC(=O)O1.C[C@H]1COC(=O)O1.C[C@H]1COC(=O)O1.C[C@H]1COC(=O)O1.C[C@H]1COC(=O)O1.C[C@H]1COC(=O)O1

Structure (ORCA input):
```
! RIJCOSX wB97M-V def2-TZVPD def2/J DEFGRID3
* xyz 0 1
C -12.58 -4.55 -3.91
C -13.19 -4.47 -5.31
C -14.57 -3.83 -5.39
O -14.44 -2.65 -6.25
C -13.16 -2.57 -6.61
O -12.79 -1.69 -7.39
O -12.38 -3.58 -6.10
H -13.30 -4.92 -3.19
H -12.24 -3.54 -3.68
H -11.70 -5.20 -3.88
H -13.07 -5.38 -5.91
H -15.05 -3.71 -4.42
H -15.27 -4.42 -5.99
C -5.95 -12.02 -4.40
C -5.32 -13.22 -3.65
C -5.02 -14.45 -4.41
O -3.66 -14.85 -4.18
C -3.10 -13.71 -3.56
O -1.87 -13.71 -3.31
O -4.02 -12.81 -3.28
H -5.21 -11.46 -4.97
H -6.54 -11.31 -3.81
H -6.70 -12.35 -5.11
H -5.96 -13.48 -2.80
H -5.08 -14.49 -5.50
H -5.55 -15.25 -3.89
C -16.47 -7.22 -6.17
C -16.02 -7.11 -7.60
C -16.70 -6.03 -8.35
O -15.64 -5.36 -8.87
C -14.51 -5.66 -8.32
O -13.47 -5.06 -8.39
O -14.66 -6.69 -7.49
H -17.51 -7.52 -6.25
H -16.57 -6.38 -5.47
H -15.93 -8.04 -5.71
H -16.03 -8.03 -8.18
H -17.39 -5.53 -7.67
H -17.22 -6.62 -9.10
C -10.00 -1.27 -4.44
C -9.37 -1.79 -3.18
C -10.20 -1.63 -1.98
O -10.54 -3.01 -1.61
C -9.77 -3.84 -2.47
O -9.88 -5.04 -2.50
O -9.03 -3.12 -3.23
H -9.88 -0.19 -4.50
H -11.09 -1.36 -4.46
H -9.68 -1.65 -5.41
H -8.47 -1.23 -2.94
H -11.10 -1.05 -2.17
H -9.72 -1.34 -1.05
C -10.17 -13.02 -4.36
C -9.24 -13.39 -3.11
C -9.88 -13.55 -1.79
O -9.72 -14.82 -1.36
C -8.77 -15.47 -2.12
O -8.40 -16.65 -2.01
O -8.56 -14.61 -3.23
H -9.49 -12.50 -5.03
H -10.89 -12.27 -4.03
H -10.62 -13.88 -4.85
H -8.42 -12.73 -2.83
H -10.95 -13.38 -1.77
H -9.32 -13.01 -1.02
C -15.85 -9.97 -0.08
C -14.58 -9.21 -0.36
C -13.59 -10.03 -1.20
O -13.68 -9.46 -2.47
C -14.38 -8.34 -2.46
O -14.55 -7.61 -3.45
O -14.92 -8.19 -1.28
H -15.53 -10.73 0.63
H -16.20 -10.38 -1.02
H -16.62 -9.20 0.05
H -14.09 -8.88 0.55
H -13.82 -11.10 -1.17
H -12.64 -10.09 -0.67
C -9.19 -3.57 -7.40
C -10.21 -4.65 -7.97
C -10.19 -4.73 -9.42
O -10.29 -6.17 -9.62
C -9.90 -6.83 -8.52
O -9.67 -8.01 -8.46
O -9.84 -6.02 -7.48
H -8.16 -3.75 -7.72
H -9.11 -3.61 -6.31
H -9.53 -2.60 -7.77
H -11.23 -4.49 -7.65
H -9.27 -4.40 -9.91
H -11.08 -4.31 -9.89
C -8.18 -10.81 -8.20
C -9.58 -11.38 -8.00
C -10.66 -10.68 -8.84
O -11.59 -11.67 -9.21
C -10.96 -12.87 -9.04
O -11.29 -13.95 -9.55
O -9.73 -12.75 -8.37
H -7.91 -10.56 -9.23
H -7.38 -11.38 -7.72
H -8.27 -9.86 -7.69
H -9.64 -11.25 -6.92
H -10.23 -10.10 -9.65
H -11.11 -10.02 -8.09
C -12.59 -8.89 -5.63
C -11.22 -8.24 -5.24
C -10.78 -8.09 -3.77
O -9.65 -8.78 -3.55
C -9.25 -9.33 -4.70
O -8.25 -9.93 -4.77
O -10.10 -8.99 -5.65
H -13.43 -8.20 -5.54
H -12.92 -9.80 -5.14
H -12.67 -9.27 -6.64
H -11.37 -7.20 -5.56
H -11.51 -8.68 -3.20
H -10.97 -7.08 -3.43
*
```

b:
DFT (ωB97M-V/def2-TZVPD) results for 9 unconnected molecules or ions with the total composition C36H54O27.

gap between HOMO and LUMO	10.61	eV
structure (SMILES)	C[C@H]1COC(=O)O1.C[C@H]1COC(=O)O1.C[C@H]1COC(=O)O1.C[C@H]1COC(=O)O1.C[C@H]1COC(=O)O1.C[C@H]1COC(=O)O1.C[C@H]1COC(=O)O1.C[C@H]1COC(=O)O1.C[C@H]1COC(=O)O1

Structure (ORCA input):
```
! RIJCOSX wB97M-V def2-TZVPD def2/J DEFGRID3
* xyz 0 1
C 8.03 -6.55 -4.46
C 6.60 -6.45 -4.06
C 6.28 -5.61 -2.80
O 5.33 -4.70 -3.29
C 5.25 -4.70 -4.67
O 4.50 -4.02 -5.38
O 6.05 -5.62 -5.11
H 8.11 -6.91 -5.48
H 8.64 -7.21 -3.84
H 8.50 -5.58 -4.29
H 6.10 -7.41 -4.08
H 7.18 -5.13 -2.42
H 5.89 -6.30 -2.05
C -1.79 3.77 -5.71
C -0.41 3.99 -6.13
C 0.09 5.43 -5.76
O 1.44 5.19 -5.40
C 1.61 3.87 -5.20
O 2.70 3.34 -4.91
O 0.52 3.21 -5.42
H -2.30 4.73 -5.84
H -1.71 3.61 -4.64
H -2.34 2.92 -6.13
H -0.17 3.85 -7.19
H -0.51 5.87 -4.96
H -0.01 6.06 -6.64
C 10.34 2.52 -4.03
C 9.96 1.96 -2.65
C 9.35 0.57 -2.59
O 10.09 -0.05 -1.51
C 11.12 0.57 -1.23
O 12.01 0.24 -0.46
O 11.10 1.75 -1.95
H 11.01 3.38 -4.08
H 9.40 2.81 -4.52
H 10.68 1.74 -4.71
H 9.46 2.73 -2.07
H 9.47 -0.06 -3.48
H 8.30 0.59 -2.32
C -1.52 -5.60 -5.36
C -1.75 -4.66 -4.10
C -1.96 -3.20 -4.61
O -3.21 -2.84 -4.03
C -3.77 -3.95 -3.42
O -4.87 -3.89 -2.83
O -2.97 -5.00 -3.53
H -2.33 -5.47 -6.08
H -1.40 -6.63 -5.02
H -0.61 -5.25 -5.84
H -0.92 -4.62 -3.39
H -2.01 -3.16 -5.70
H -1.20 -2.51 -4.26
C -9.56 2.23 -0.96
C -10.32 1.11 -0.18
C -9.59 0.52 0.98
O -10.54 0.33 1.94
C -11.69 1.05 1.61
O -12.79 1.07 2.19
O -11.47 1.68 0.49
H -8.85 1.65 -1.55
H -9.03 2.94 -0.32
H -10.08 2.66 -1.80
H -10.55 0.31 -0.88
H -8.79 1.21 1.25
H -9.07 -0.42 0.79
C 1.65 0.41 0.82
C 0.48 0.79 1.69
C -0.65 1.45 1.00
O -1.76 0.83 1.49
C -1.42 -0.35 2.12
O -2.23 -1.15 2.53
O -0.02 -0.43 2.12
H 1.46 0.07 -0.19
H 2.30 -0.34 1.27
H 2.22 1.34 0.74
H 0.80 1.37 2.56
H -0.64 1.34 -0.08
H -0.61 2.52 1.21
C -8.40 -4.00 9.26
C -9.02 -3.80 7.85
C -8.70 -4.76 6.70
O -9.95 -5.23 6.21
C -10.91 -4.82 7.05
O -12.04 -5.22 7.01
O -10.40 -4.05 7.98
H -8.31 -5.05 9.56
H -9.00 -3.49 10.00
H -7.39 -3.58 9.29
H -8.86 -2.76 7.56
H -8.13 -5.63 7.01
H -8.13 -4.20 5.96
C -0.48 -0.45 8.94
C -0.88 -1.83 9.57
C -0.81 -3.04 8.63
O -0.02 -3.97 9.30
C 0.48 -3.45 10.44
O 1.23 -3.97 11.22
O 0.04 -2.22 10.60
H -1.15 -0.28 8.11
H 0.53 -0.33 8.54
H -0.67 0.25 9.75
H -1.85 -1.87 10.08
H -0.37 -2.69 7.70
H -1.87 -3.28 8.51
C 6.69 9.00 -2.72
C 5.69 9.35 -1.63
C 4.29 9.78 -2.11
O 3.40 9.04 -1.34
C 4.08 8.11 -0.62
O 3.49 7.30 0.10
O 5.40 8.25 -0.87
H 6.37 8.09 -3.23
H 7.60 8.82 -2.15
H 6.89 9.73 -3.50
H 6.14 10.09 -0.97
H 4.16 9.53 -3.17
H 4.26 10.83 -1.83
*
```

Most stable: b. Least stable: a.

a:
DFT (ωB97M-V/def2-TZVPD) results for C8H16N2O3 in the gas phase.

gap between HOMO and LUMO	9.76	eV
structure (SMILES)	CC(C)[C@H](NC(=O)[C@H](C)N)C(=O)O

Structure (ORCA input):
```
! RIJCOSX wB97M-V def2-TZVPD def2/J DEFGRID3
* xyz 0 1
C -1.56 -1.71 -1.50
C -0.59 -0.79 -0.54
C -1.57 -3.23 -0.88
C 0.79 1.22 -0.03
C 1.64 0.14 0.99
C 0.07 2.32 0.44
C 1.11 3.16 1.34
C -1.27 2.08 1.33
H -0.77 -1.96 -3.45
H -2.31 -1.77 -3.59
H -2.58 -1.58 -1.07
H -1.62 -3.14 0.24
H -0.55 -3.78 -1.14
H -2.51 -3.74 -1.35
H -0.23 0.67 -1.90
H 1.48 1.77 -0.59
H -0.30 2.83 -0.51
H 2.17 3.14 0.77
H 0.79 4.31 1.25
H 1.24 2.83 2.41
H -0.95 1.54 2.25
H -1.94 1.37 0.93
H -1.78 3.19 1.31
H 1.99 -1.98 0.93
N -1.44 -1.40 -3.06
N -0.07 0.43 -0.94
O -0.40 -1.36 0.63
O 2.00 0.54 2.11
O 1.74 -1.19 0.34
*
```

b:
DFT (ωB97M-V/def2-TZVPD) results for C8H16N2O3 in the gas phase.

gap between HOMO and LUMO	10.20	eV
structure (SMILES)	CC[C@H](C)[C@H](N)C(=O)NCC(=O)O

Structure (ORCA input):
```
! RIJCOSX wB97M-V def2-TZVPD def2/J DEFGRID3
* xyz 0 1
C 1.21 -1.28 0.21
C -0.18 -0.85 0.59
C 2.17 0.02 0.36
C 3.68 -0.30 0.15
C 1.73 1.22 -0.48
C 2.28 2.57 0.06
C -2.56 -0.98 0.17
C -2.99 0.46 -0.17
H 2.02 -2.60 -1.06
H 1.61 -1.14 -1.75
H 1.51 -1.98 1.01
H 2.01 0.31 1.41
H 3.83 -0.51 -0.92
H 4.27 0.57 0.47
H 3.98 -1.20 0.69
H 0.62 1.30 -0.61
H 2.13 1.04 -1.49
H 3.36 2.56 0.15
H 1.75 2.80 0.97
H 2.07 3.44 -0.63
H -0.98 -1.82 -1.07
H -3.28 -1.68 -0.25
H -2.67 -1.07 1.24
H -2.50 2.03 -1.00
N 1.30 -1.90 -1.13
N -1.21 -1.33 -0.18
O -0.35 -0.13 1.57
O -4.01 0.93 0.26
O -2.19 1.12 -0.98
*
```

Most stable: b. Least stable: a.